# 1
This record from the Open Molecules 2025 dataset describes a molecular structure, C10H12ClNPTi in a non-equilibrium geometry. The level of theory is wB97M-V/def2-TZVPD.

```
26
Properties=species:S:1:pos:R:3:nbo_charge:R:1
C -1.26212 0.01433 -2.31993 -0.40
C -1.59473 1.17506 -3.10094 -0.33
C -0.54297 2.11078 -2.93815 -0.30
C 0.49748 1.54204 -2.17531 -0.37
C 0.05517 0.24079 -1.74851 -0.40
Ti -1.04271 -1.51887 0.46921 0.90
P -0.19679 -3.51807 -0.65695 -0.02
H -1.87177 -0.88301 -2.19250 0.17
H -2.50375 1.35552 -3.66773 0.20
H -0.55394 3.13731 -3.30901 0.20
H 0.62206 -0.48716 -1.15442 0.19
H 1.41152 2.03936 -1.87026 0.20
H 1.03145 -3.62612 -1.37810 0.06
H -1.05873 -3.94687 -1.72169 0.04
H -0.14131 -4.77182 0.03478 0.01
Cl 1.28330 3.50930 2.26839 0.06
C 0.84712 1.85642 2.33694 -0.06
C 0.92661 1.13159 3.53295 -0.21
C 0.62454 -0.22300 3.54053 -0.20
C 0.25328 -0.85306 2.36807 -0.14
N 0.14084 -0.10674 1.18213 -0.53
C 0.43704 1.22070 1.16322 0.00
H 1.25506 1.64426 4.42796 0.24
H 0.69930 -0.81476 4.45034 0.23
H 0.35701 -1.95606 2.24805 0.21
H 0.32701 1.72809 0.21093 0.28
```

Values from the calculation:
* lowest unoccupied orbital energy (alpha / beta): -0.937 / -0.961 eV
* multiplicity: 2
* E_tot: -2093.7640 hartree

# 2
This record from the Open Molecules 2025 dataset describes a single C17H19ClN4O2 molecule. The level of theory is wB97M-V/def2-TZVPD.

```
43
Properties=species:S:1:pos:R:3:nbo_charge:R:1
C -1.49871 -6.03108 -0.07292 -0.60
C -1.96776 -4.58254 -0.10341 -0.40
C -0.84894 -3.64755 -0.56596 -0.22
N -1.28026 -2.27274 -0.59620 -0.59
C -0.80596 -1.32620 0.22900 0.64
O 0.08557 -1.49636 1.04144 -0.63
C -1.47322 -0.00106 0.04106 0.07
N -2.32635 0.12794 -0.97366 -0.40
C -2.91609 1.29437 -1.17095 0.19
C -3.87897 1.39471 -2.30652 -0.65
C -2.62691 2.38696 -0.33236 0.21
C -3.23159 3.73377 -0.53964 -0.65
N -1.79396 2.25223 0.68691 -0.39
C -1.21530 1.07436 0.89393 0.12
C -0.39749 0.88910 2.14197 0.68
O -0.93534 0.65096 3.19836 -0.57
N 0.95468 0.99780 2.02422 -0.62
C 1.68737 1.12975 0.84407 0.26
C 1.34528 2.07350 -0.12138 -0.28
C 2.09019 2.17346 -1.28244 -0.18
C 3.18877 1.35932 -1.49508 -0.26
C 3.53800 0.44231 -0.51593 -0.01
Cl 4.91617 -0.57154 -0.75422 0.01
C 2.80361 0.32028 0.64871 -0.28
H -1.18103 -6.35132 -1.06289 0.20
H -2.30237 -6.68387 0.25816 0.21
H -0.66023 -6.14421 0.60974 0.21
H -2.29249 -4.27815 0.89318 0.21
H -2.82069 -4.48586 -0.77994 0.19
H -0.50552 -3.94186 -1.56392 0.19
H -0.00587 -3.69600 0.12723 0.23
H -2.02964 -2.00016 -1.21687 0.42
H -3.94456 0.43710 -2.81492 0.24
H -4.86534 1.67664 -1.94117 0.23
H -3.55307 2.15577 -3.01393 0.23
H -2.85761 4.41511 0.21876 0.24
H -2.98050 4.11572 -1.52831 0.22
H -4.31662 3.67614 -0.46776 0.23
H 1.45595 0.61852 2.81918 0.41
H 0.51579 2.74014 0.05007 0.23
H 1.81902 2.90531 -2.02836 0.22
H 3.77219 1.43836 -2.39820 0.23
H 3.07553 -0.41114 1.39315 0.23
```

Values from the calculation:
* lowest unoccupied orbital energy: 0.078 eV
* SMILES string: CCCNC(=O)c1nc(C)c(C)nc1C(=O)Nc1cccc(Cl)c1
* multiplicity: 1
* E_tot: -1488.9659 hartree
* energy relative to the best compared isomer or geometry (same formula, charge and spin): 0.000 eV

# 3
This record from the Open Molecules 2025 dataset describes a single C2H4N2O2 molecule. The level of theory is wB97M-V/def2-TZVPD.

```
10
Properties=species:S:1:pos:R:3:nbo_charge:R:1
N -1.83994 0.50140 0.22337 -0.81
C -0.52940 0.56146 0.58575 0.76
O -0.08627 1.21980 1.50826 -0.63
N 0.21142 -0.24443 -0.29387 -0.65
C 1.47233 -0.35966 -0.19128 0.48
O 2.03751 -1.14698 -1.09843 -0.64
H -2.53063 0.93549 0.80910 0.40
H -2.12312 -0.16314 -0.47918 0.40
H 2.16102 0.08885 0.52836 0.19
H 1.22708 -1.39280 -1.59209 0.50
```

Values from the calculation:
* lowest unoccupied orbital energy: 0.875 eV
* SMILES string: NC(=O)/N=C/O
* multiplicity: 1
* E_tot: -338.6245 hartree
* energy relative to the best compared isomer or geometry (same formula, charge and spin): 0.780 eV

# 4
This record from the Open Molecules 2025 dataset describes a molecular structure, C15H21NiO16 in a non-equilibrium geometry. The level of theory is wB97M-V/def2-TZVPD.

```
53
Properties=species:S:1:pos:R:3:nbo_charge:R:1
Ni -0.36136 -0.65639 0.01731 1.58
O 0.73287 -2.24655 0.14156 -1.28
H 0.84506 -2.82334 -0.64088 0.45
C -1.88883 -2.93797 -4.46848 -0.10
C -0.88516 -1.76569 -4.60403 -0.10
O -0.89367 -1.13202 -3.19761 -0.48
C -1.67946 -1.87618 -2.42260 1.01
O -1.73040 -1.63924 -1.23641 -0.66
O -2.34399 -2.78640 -3.09483 -0.46
H -1.36193 -3.86990 -4.64544 0.20
H -2.75157 -2.87177 -5.11943 0.21
H -1.15348 -0.93182 -5.30797 0.22
H 0.09369 -2.15713 -4.81467 0.21
C -0.41039 -4.55966 1.93045 -0.10
C 0.45249 -3.67213 2.92196 -0.10
O -0.39678 -2.53505 3.12772 -0.50
C -1.14320 -2.41828 1.99569 1.03
O -1.71219 -1.43371 1.67382 -0.67
O -1.35717 -3.56394 1.45558 -0.46
H -1.10327 -5.34580 2.25010 0.21
H 0.20728 -4.87173 1.09525 0.21
H 1.38246 -3.39287 2.48386 0.21
H 0.62061 -4.04367 3.95357 0.20
C -2.08883 4.30861 1.09426 -0.10
C -2.48330 3.32340 2.17809 -0.10
O -1.87859 1.96567 1.70716 -0.45
C -1.73071 2.08100 0.44316 1.02
O -1.52067 1.18694 -0.33437 -0.68
O -1.82980 3.32735 0.03034 -0.49
H -1.13776 4.79311 1.24058 0.21
H -2.92553 4.91752 0.76559 0.22
H -3.55740 3.21857 2.22007 0.21
H -2.11612 3.44803 3.16377 0.22
C 0.72708 3.70107 -2.09197 -0.11
C 1.28753 3.24375 -3.42972 -0.10
O 1.09871 1.80720 -3.25300 -0.51
C 0.93150 1.42573 -1.95866 1.01
O 1.01838 0.30055 -1.62630 -0.61
O 0.95838 2.50852 -1.19947 -0.49
H -0.35946 3.90566 -2.21370 0.21
H 1.25072 4.53550 -1.60180 0.22
H 2.34540 3.37804 -3.50672 0.20
H 0.76929 3.57193 -4.36058 0.22
C 3.48855 0.92035 3.25963 -0.11
C 3.12193 -0.59966 3.38939 -0.11
O 1.80855 -0.66383 2.70968 -0.43
C 1.67805 0.42161 2.02858 1.02
O 0.84513 0.51703 1.12624 -0.72
O 2.44253 1.42485 2.25361 -0.45
H 4.45613 1.12846 2.82928 0.22
H 3.40062 1.50225 4.21864 0.21
H 2.93708 -0.86077 4.47863 0.22
H 3.90100 -1.20722 2.94507 0.22
```

Values from the calculation:
* lowest unoccupied orbital energy (alpha / beta): -1.702 / -1.702 eV
* multiplicity: 3
* charge: +1
* E_tot: -3296.1517 hartree

# 5
This record from the Open Molecules 2025 dataset describes 2 unconnected molecules or ions with the total composition C17H39NO4PSi2 in a non-equilibrium geometry. The level of theory is wB97M-V/def2-TZVPD.

```
64
Properties=species:S:1:pos:R:3:nbo_charge:R:1
C -0.87480 -4.83810 -1.11336 -0.18
C 0.19228 -4.37996 -0.81367 -0.05
C 1.49706 -3.87937 -0.31960 -0.49
C 2.07328 -2.78540 -1.27354 -0.41
C 2.04762 -1.38655 -0.60513 -0.43
C 3.32585 -1.02851 0.15506 -0.03
N 4.00275 -2.21497 0.80222 -0.52
C 4.56177 -1.64824 2.09679 -0.21
C 3.32893 -0.82602 2.53370 -0.55
P 3.42433 -0.07753 4.23071 1.06
C 1.94878 -0.86609 5.04637 -0.95
O 3.02259 1.53504 4.05718 -0.98
C 3.19956 0.06690 1.28050 -0.24
C 2.01032 1.01018 1.15969 -0.11
O 2.29886 2.01485 0.18020 -0.29
O 2.43051 3.28094 0.84800 -0.41
H -1.82369 -5.30685 -1.20413 0.25
H 1.31328 -3.49637 0.68754 0.21
H 2.18884 -4.72212 -0.26141 0.24
H 3.05429 -3.04156 -1.67833 0.21
H 1.39922 -2.72744 -2.12566 0.26
H 1.83407 -0.61796 -1.34629 0.26
H 1.21200 -1.38986 0.10090 0.21
H 4.03931 -0.65856 -0.58473 0.23
H 3.33796 -2.91229 1.13572 0.44
H 4.74440 -2.64144 0.25576 0.45
H 4.95968 -2.37132 2.79987 0.25
H 5.29948 -0.91828 1.76612 0.22
H 2.45415 -1.49717 2.49578 0.21
H 1.03523 -0.46275 4.59992 0.24
H 2.00098 -1.92388 4.77408 0.23
H 1.98905 -0.73300 6.12085 0.26
H 3.15138 1.92449 4.92712 0.51
H 4.07690 0.70307 1.12903 0.23
H 1.78811 1.52360 2.09403 0.25
H 1.08864 0.52094 0.83657 0.20
H 3.25750 3.21951 1.34362 0.45
O -3.17819 2.21697 -2.15106 -1.25
Si -4.82008 1.99063 -2.16691 1.90
C -5.50687 2.12426 -0.42830 -1.14
C -5.23269 0.29435 -2.84716 -1.14
C -5.64696 3.27836 -3.23508 -1.14
Si -1.82879 1.54509 -1.48566 1.92
C -0.29829 2.47268 -2.01604 -1.14
C -1.65753 -0.24356 -2.02786 -1.14
C -1.93782 1.59219 0.38711 -1.14
H -5.13970 1.31150 0.20248 0.23
H -6.59681 2.07358 -0.44457 0.24
H -5.21392 3.07059 0.03142 0.24
H -4.77827 0.14909 -3.82952 0.24
H -6.31317 0.18027 -2.94964 0.24
H -4.87041 -0.49416 -2.18360 0.23
H -5.29101 3.22262 -4.26562 0.24
H -5.45249 4.28514 -2.86052 0.24
H -6.72669 3.11965 -3.23907 0.24
H -0.18584 2.45152 -3.10217 0.24
H 0.58988 2.02152 -1.57171 0.23
H -0.34281 3.51581 -1.69795 0.25
H -2.47433 -0.85436 -1.63826 0.24
H -0.71710 -0.66610 -1.66152 0.21
H -1.66421 -0.32095 -3.11684 0.25
H -2.75423 0.96358 0.74881 0.24
H -2.11097 2.61115 0.73776 0.25
H -1.00998 1.22924 0.83485 0.21
```

Values from the calculation:
* lowest unoccupied orbital energy: -3.117 eV
* multiplicity: 1
* charge: +1
* E_tot: -1946.9441 hartree

# 6
This record from the Open Molecules 2025 dataset describes a molecular structure, CNa9O3 in a non-equilibrium geometry. The level of theory is wB97M-V/def2-TZVPD.

```
13
Properties=species:S:1:pos:R:3:nbo_charge:R:1
Na -0.79837 -3.79214 -3.30989 0.99
Na 3.33524 -1.09228 -2.60364 1.00
Na -4.41440 -0.56464 -0.83100 1.00
Na -1.80621 4.57761 1.79546 1.00
Na 0.21524 0.64458 5.17006 1.00
Na -1.44347 0.44701 -4.69875 0.99
Na -1.55257 -3.71053 2.28340 0.98
Na 2.83787 4.14741 -1.09713 1.00
Na 3.20378 -2.36080 2.45094 1.00
C -0.01104 0.48463 0.21189 0.89
O 0.65598 1.41971 0.27104 -0.84
O -0.25437 -0.05789 -0.90723 -1.02
O 0.03233 -0.14264 1.26482 -0.97
```

Values from the calculation:
* lowest unoccupied orbital energy: -19.124 eV
* multiplicity: 1
* charge: +7
* E_tot: -1721.4002 hartree
* energy relative to the best compared isomer or geometry (same formula, charge and spin): 2.204 eV

# 7
This record from the Open Molecules 2025 dataset describes a molecular structure, C21H32N5Ru. The level of theory is wB97M-V/def2-TZVPD.

```
59
Properties=species:S:1:pos:R:3:nbo_charge:R:1
Ru 0.01979 -0.33767 1.04330 1.15
C -4.22736 -0.38339 1.65400 -0.68
C -2.81482 -0.07105 1.29871 0.28
N -1.76335 -0.82084 1.71964 -0.56
C -1.87572 -1.84009 2.73867 -0.24
C -0.65298 -1.67631 3.64460 -0.23
N 0.55235 -1.59015 2.79993 -0.61
C 1.65507 -0.93327 3.51526 -0.23
C 2.98278 -1.21517 2.81069 -0.24
N 2.85950 -0.93214 1.38421 -0.59
C 3.57382 0.21296 0.84438 -0.23
C 2.59482 1.38180 0.61871 -0.23
N 1.44089 0.86669 -0.08488 -0.43
C 0.73855 1.46156 -1.26561 0.06
C 1.54092 2.46360 -2.05611 -0.64
C -0.66203 1.83548 -0.84522 0.28
C -1.46863 2.77570 -1.44290 -0.26
C -2.81319 2.87096 -1.02103 -0.15
C -3.31983 1.98372 -0.11180 -0.18
C -2.46835 0.99959 0.45571 0.09
N -1.12642 1.03049 0.12573 -0.51
H -4.38529 -1.45566 1.75685 0.25
H -4.90519 -0.00561 0.89325 0.25
H -4.49911 0.10381 2.59286 0.25
H -1.87487 -2.84179 2.28297 0.21
H -2.78584 -1.72486 3.33413 0.24
H -0.57984 -2.50015 4.36498 0.23
H -0.74189 -0.73184 4.19354 0.22
H 0.82696 -2.54495 2.54216 0.41
H 1.70646 -1.27136 4.55705 0.23
H 1.45537 0.15147 3.52060 0.20
H 3.25824 -2.26389 2.96483 0.22
H 3.75402 -0.58798 3.26675 0.23
H 3.02141 -1.76544 0.83073 0.41
H 4.01626 -0.04380 -0.12043 0.23
H 4.37578 0.54468 1.51376 0.23
H 3.08425 2.17768 0.04976 0.24
H 2.27757 1.80813 1.58490 0.22
H 1.56751 3.42246 -1.54097 0.25
H 1.08360 2.61218 -3.02879 0.26
H 2.55677 2.10505 -2.21147 0.24
H -1.09365 3.42100 -2.21804 0.25
H -3.44019 3.63583 -1.44841 0.25
H -4.35592 2.03553 0.17865 0.25
C -1.29225 -0.14032 -3.32474 -0.59
C 0.12303 -0.64643 -3.01586 -0.16
C 0.07651 -2.15809 -2.74621 -0.59
C 1.03389 -0.37818 -4.23442 -0.58
C 0.68738 0.01600 -1.82996 0.19
C 1.29150 -0.41729 -0.65774 0.08
H -1.67698 -0.69101 -4.17944 0.24
H -1.29403 0.91987 -3.56569 0.21
H -1.95366 -0.31411 -2.47769 0.21
H -0.48434 -2.64829 -3.53668 0.24
H -0.42006 -2.35323 -1.79170 0.20
H 1.07518 -2.58379 -2.72071 0.22
H 0.65413 -0.93358 -5.08733 0.24
H 2.04684 -0.71080 -4.02795 0.22
H 1.04460 0.67630 -4.48955 0.21
```

Values from the calculation:
* lowest unoccupied orbital energy (alpha / beta): -5.750 / -8.442 eV
* multiplicity: 6
* charge: +2
* E_tot: -1187.3568 hartree